{
  "formula": "C38H85N9O21",
  "method": "ωB97M-V with the def2-TZVPD basis set",
  "symbols": ["C", "O", "C", "O", "O", "C", "H", "H", "H", "H", "H", "H", "C", "O", "C", "O", "O", "C", "H", "H", "H", "H", "H", "H", "C", "O", "C", "O", "O", "C", "H", "H", "H", "H", "H", "H", "C", "O", "C", "O", "O", "C", "H", "H", "H", "H", "H", "H", "C", "C", "O", "N", "C", "H", "H", "H", "H", "H", "H", "H", "C", "C", "O", "N", "C", "H", "H", "H", "H", "H", "H", "H", "C", "C", "O", "N", "C", "H", "H", "H", "H", "H", "H", "H", "C", "C", "O", "N", "C", "H", "H", "H", "H", "H", "H", "H", "C", "C", "O", "N", "C", "H", "H", "H", "H", "H", "H", "H", "C", "C", "O", "N", "C", "H", "H", "H", "H", "H", "H", "H", "C", "C", "O", "N", "C", "H", "H", "H", "H", "H", "H", "H", "C", "C", "O", "N", "C", "H", "H", "H", "H", "H", "H", "H", "O", "C", "N", "C", "H", "H", "H", "H", "H"],
  "xyz": [[1.2127, -5.5426, 0.9901], [1.7207, -5.8382, 2.2728], [2.7486, -5.2229, 2.7256], [3.2096, -4.2083, 2.2373], [2.9106, -5.6082, 3.9970], [3.7493, -4.8594, 4.8362], [1.7723, -6.1313, 0.2633], [1.2468, -4.4782, 0.7578], [0.1978, -5.9298, 0.9002], [3.5448, -3.7889, 4.8169], [4.8052, -5.0326, 4.6281], [3.6181, -5.3574, 5.7968], [-1.9335, 2.2895, -3.6212], [-2.3675, 3.4818, -2.9749], [-3.3686, 4.1593, -3.5023], [-4.0846, 3.9164, -4.4963], [-3.4261, 5.3291, -2.8045], [-4.1473, 6.4795, -3.1929], [-1.0109, 1.9605, -3.1432], [-1.7184, 2.4596, -4.6761], [-2.6257, 1.4498, -3.5588], [-4.6399, 6.9337, -2.3332], [-4.8614, 6.3731, -4.0096], [-3.3198, 7.1556, -3.4078], [-1.6620, 0.6735, -0.2931], [-0.7212, -0.3688, -0.0417], [0.5095, -0.1405, -0.3364], [1.0325, 0.9587, -0.4310], [1.1656, -1.2361, -0.1353], [2.5920, -1.3014, -0.2218], [-2.3402, 0.7613, 0.5557], [-2.1759, 0.3188, -1.1865], [-1.1524, 1.6297, -0.4114], [3.1196, -1.0586, -1.1442], [2.7747, -2.3733, -0.1465], [3.0744, -0.7312, 0.5721], [-0.6259, -1.0661, -3.6661], [0.6601, -1.4063, -4.1556], [1.4711, -2.2873, -3.5313], [1.1290, -2.9505, -2.5177], [2.6556, -2.3826, -4.1807], [3.7363, -3.0525, -3.5328], [-1.2074, -1.9599, -3.4402], [-1.2804, -0.5638, -4.3784], [-0.4251, -0.4934, -2.7606], [3.8838, -4.0778, -3.8722], [3.7907, -3.1229, -2.4465], [4.6911, -2.5523, -3.6947], [1.7064, -0.5722, 7.1511], [2.3880, -1.1840, 5.9109], [3.4552, -1.7937, 6.0716], [1.8493, -0.9907, 4.7456], [2.2880, -1.4917, 3.4687], [2.3700, -0.7581, 7.9957], [0.7430, -1.0570, 7.3092], [1.5258, 0.5026, 7.1671], [1.0829, -0.3331, 4.7350], [1.7995, -2.4254, 3.1898], [3.3647, -1.6591, 3.4425], [1.9725, -0.8416, 2.6526], [-5.5441, -0.7161, -4.3957], [-4.5802, -1.2918, -3.3697], [-3.9191, -0.5652, -2.6388], [-4.4863, -2.6234, -3.1724], [-3.7431, -3.3139, -2.1218], [-5.9630, -1.4329, -5.1020], [-4.9119, -0.1789, -5.1027], [-6.2359, 0.0458, -4.0365], [-4.9075, -3.1641, -3.9143], [-4.5424, -3.7453, -1.5192], [-3.2050, -2.6313, -1.4641], [-3.0114, -4.0696, -2.4076], [-6.0942, -1.5946, 0.0376], [-5.6748, -0.6109, 1.1548], [-6.1910, 0.5044, 1.2222], [-4.9192, -1.1459, 2.1139], [-4.5586, -0.4155, 3.2093], [-5.1903, -1.9471, -0.4592], [-6.6895, -1.2121, -0.7914], [-6.5943, -2.4666, 0.4591], [-4.7160, -2.1352, 2.1143], [-4.0791, 0.5159, 2.9084], [-3.7521, -0.9445, 3.7171], [-5.4224, -0.3939, 3.8738], [3.3207, 3.3323, 0.7154], [4.3717, 2.4397, 0.1722], [4.5407, 1.3142, 0.6061], [5.1395, 2.9620, -0.8314], [6.1219, 2.3149, -1.5926], [2.3880, 2.9766, 0.2775], [3.4567, 4.4042, 0.5717], [3.2678, 3.2520, 1.8011], [5.0898, 3.9692, -0.8871], [7.0102, 2.9353, -1.7111], [5.6251, 2.0922, -2.5369], [6.4543, 1.3507, -1.2081], [-3.7954, -6.1806, 1.4256], [-3.2827, -4.7005, 1.4438], [-3.9104, -3.7915, 2.0775], [-2.2517, -4.3817, 0.6477], [-1.5565, -3.0523, 0.5988], [-3.0720, -6.9488, 1.1521], [-4.5998, -6.2761, 0.6962], [-4.1818, -6.4808, 2.3996], [-1.9660, -5.1079, 0.0065], [-1.0618, -2.7273, -0.3165], [-0.8873, -2.9369, 1.4514], [-2.3040, -2.2908, 0.8211], [-1.0026, 4.8465, -0.0082], [-2.0680, 4.3169, 0.9628], [-1.8162, 4.3325, 2.1595], [-3.2236, 3.8681, 0.4338], [-4.2322, 3.1764, 1.2264], [-0.8882, 5.8937, 0.2718], [-1.3395, 4.8268, -1.0447], [-0.0036, 4.4222, 0.0927], [-3.5065, 4.0362, -0.5211], [-5.2323, 3.2825, 0.8061], [-4.2727, 3.5399, 2.2532], [-3.9844, 2.1150, 1.2369], [5.9101, -1.0510, 2.4634], [6.6064, -1.6729, 1.1911], [7.3355, -2.6229, 1.2837], [6.3098, -1.1128, 0.0332], [7.0089, -1.4496, -1.2147], [6.5468, -0.1917, 2.6743], [6.0214, -1.7153, 3.3203], [4.8776, -0.7880, 2.2331], [5.8266, -0.2260, 0.0190], [7.1919, -0.6460, -1.9281], [6.5215, -2.2936, -1.7027], [7.9493, -1.9334, -0.9509], [-0.3172, 5.9745, -4.7847], [0.6160, 5.6228, -3.6553], [0.9502, 6.4798, -2.8833], [1.0004, 4.3744, -3.5843], [1.7228, 3.7023, -2.4994], [0.1522, 6.3966, -5.6733], [-1.0050, 6.6204, -4.2389], [-0.7534, 5.0750, -5.2192], [0.5762, 3.7505, -4.2559], [2.7761, 3.7197, -2.7794], [1.2556, 2.7371, -2.3042], [1.4791, 4.3478, -1.6556], [-0.3745, 0.8654, 4.7362], [-0.4542, 1.4392, 3.6589], [-1.6183, 1.8388, 3.1362], [0.7427, 1.9975, 2.9098], [-1.6141, 2.7038, 2.6149], [-2.3539, 1.6679, 3.8069], [1.1257, 1.0999, 2.4243], [1.5143, 2.2291, 3.6440], [0.5847, 2.8666, 2.2712]],
  "mulliken_charge": [-0.15, -0.41, 0.76, -0.45, -0.39, -0.48, 0.36, -0.08, 0.13, 0.17, 0.30, 0.24, -0.56, 0.24, 0.54, -0.67, -0.25, -0.79, -0.11, 0.51, 0.19, 0.27, 0.33, 0.28, 0.93, 0.17, -0.13, -0.33, 0.53, -0.66, -0.20, -0.25, -0.15, 0.23, 0.17, -0.07, 0.23, -0.43, 0.75, -0.58, -0.37, -0.65, 0.17, 0.30, -0.36, 0.37, 0.19, 0.32, -1.19, 0.82, -0.69, 0.39, 0.04, 0.34, 0.27, 0.31, 0.06, -0.05, 0.18, -0.43, -1.36, 0.67, -0.51, -0.03, -0.93, 0.39, 0.34, 0.29, 0.21, 0.57, -0.04, 0.36, -0.65, 0.73, -0.70, 0.17, -0.88, -0.28, 0.37, 0.42, 0.30, -0.06, 0.42, 0.40, -0.58, 0.39, -0.50, -0.12, -0.60, -0.42, 0.53, 0.37, 0.26, 0.40, 0.29, -0.11, -1.29, 0.52, -0.76, 0.15, -1.41, 0.36, 0.28, 0.38, 0.34, 0.29, 0.73, 0.23, 0.12, 0.53, -0.77, 0.07, -1.05, 0.56, -0.18, -0.43, 0.19, 0.46, 0.31, 0.09, -0.51, 0.69, -0.71, 0.22, -0.98, 0.43, 0.31, -0.28, 0.12, 0.30, 0.21, 0.39, -0.95, 0.86, -0.66, -0.15, -0.50, 0.36, 0.13, 0.20, 0.22, 0.33, -0.02, 0.13, -0.82, 0.47, 0.16, -0.42, -0.23, 0.29, -0.49, 0.46, 0.43],
  "multiplicity": 1,
  "molar_mass_g_mol": 1004.1
}

=====

{
  "formula": "C38H86FN11O6P3Si",
  "method": "ωB97M-V with the def2-TZVPD basis set",
  "symbols": ["C", "C", "O", "C", "O", "C", "C", "C", "C", "F", "C", "C", "N", "C", "C", "O", "Si", "C", "C", "C", "C", "C", "N", "C", "C", "C", "C", "H", "H", "H", "H", "H", "H", "H", "H", "H", "H", "H", "H", "H", "H", "H", "H", "H", "H", "H", "H", "H", "H", "H", "H", "H", "H", "H", "H", "H", "H", "H", "H", "O", "P", "N", "C", "C", "N", "C", "C", "N", "C", "C", "H", "H", "H", "H", "H", "H", "H", "H", "H", "H", "H", "H", "H", "H", "H", "H", "H", "H", "O", "P", "N", "C", "C", "N", "C", "C", "N", "C", "C", "H", "H", "H", "H", "H", "H", "H", "H", "H", "H", "H", "H", "H", "H", "H", "H", "H", "H", "O", "P", "N", "C", "C", "N", "C", "C", "N", "C", "C", "H", "H", "H", "H", "H", "H", "H", "H", "H", "H", "H", "H", "H", "H", "H", "H", "H", "H"],
  "xyz": [[6.5237, 2.3441, 5.3692], [6.8145, 3.0269, 4.4320], [6.9979, 3.5122, 3.2046], [5.8453, 4.2322, 2.8541], [5.8979, 5.4177, 2.7983], [4.5556, 3.5448, 2.4862], [3.5975, 3.1879, 3.4216], [2.4112, 2.5852, 3.0425], [1.3815, 2.2540, 4.0934], [0.8615, 3.4912, 4.4948], [1.9325, 1.5574, 5.3559], [3.1685, 0.6549, 5.1458], [2.1687, 2.3394, 1.7372], [0.9092, 1.7573, 1.2117], [0.6491, 0.2698, 1.5818], [1.6556, -0.2737, 2.4340], [1.2414, -1.8060, 3.0590], [-0.2020, -2.5948, 2.1221], [0.7316, -1.8031, 4.8717], [2.6641, -3.0394, 2.9137], [3.0853, 2.6802, 0.8188], [4.2892, 3.2807, 1.1341], [5.1559, 3.6269, 0.0887], [5.7882, 2.4411, -0.5465], [6.7298, 1.6432, 0.3711], [6.7119, 0.1532, -0.0627], [5.3906, -0.5507, 0.2550], [6.1920, 1.7338, 6.1770], [3.7447, 3.3964, 4.4748], [0.5234, 1.6943, 3.7233], [1.1271, 0.9118, 5.7177], [2.0663, 2.3054, 6.1418], [3.1107, -0.2301, 5.7811], [4.0510, 1.1968, 5.5041], [3.3565, 0.3784, 4.1087], [0.0746, 2.4005, 1.5183], [0.9556, 1.8100, 0.1248], [-0.2981, 0.2398, 2.1353], [0.6098, -0.3180, 0.6630], [-0.0690, -2.4751, 1.0445], [-1.0936, -2.0173, 2.4127], [-0.3686, -3.6247, 2.4364], [0.1816, -2.7421, 5.0254], [0.0492, -0.9996, 5.1655], [1.5895, -1.8646, 5.5477], [2.1896, -4.0212, 3.0337], [3.0900, -2.9961, 1.9074], [3.4066, -2.9370, 3.7092], [2.8747, 2.4891, -0.2260], [5.8461, 4.2963, 0.4094], [4.9680, 1.8300, -0.9310], [6.3497, 2.7783, -1.4214], [6.4451, 1.6828, 1.4295], [7.7513, 2.0293, 0.2959], [6.9681, 0.1378, -1.1279], [7.4927, -0.3523, 0.5147], [5.3276, -1.5361, -0.2149], [5.2793, -0.6763, 1.3380], [4.5026, -0.0009, -0.0837], [-1.3781, 3.7491, 1.2300], [-2.8365, 4.1615, 1.4160], [-3.0618, 5.0039, -0.0749], [-2.3782, 6.2555, -0.3510], [-2.9390, 4.1064, -1.2200], [-2.5953, 5.1379, 2.8182], [-2.6653, 6.5801, 2.8530], [-1.5812, 4.6405, 3.7340], [-4.5231, 4.1974, 1.7224], [-5.5622, 4.8312, 0.9255], [-5.0064, 3.6137, 2.9689], [-2.5516, 6.5573, -1.3852], [-1.2943, 6.1951, -0.1865], [-2.7839, 7.0708, 0.2467], [-3.4932, 3.1787, -1.0409], [-1.8937, 3.8419, -1.4231], [-3.3669, 4.5614, -2.1161], [-1.7953, 7.0469, 2.3740], [-2.7042, 6.9321, 3.8868], [-3.5801, 6.9478, 2.3837], [-0.5769, 4.9360, 3.4138], [-1.6149, 3.5527, 3.7849], [-1.7464, 5.0091, 4.7495], [-5.4389, 5.9150, 0.9039], [-6.5484, 4.6195, 1.3441], [-5.5835, 4.4566, -0.0961], [-5.2942, 4.3986, 3.6736], [-4.2378, 3.0032, 3.4418], [-5.8660, 2.9621, 2.7963], [-2.8679, -0.1902, -3.6179], [-3.1699, 0.1501, -5.0624], [-1.8261, 1.2057, -5.3622], [-1.7254, 2.4925, -4.7042], [-0.5525, 0.4999, -5.2746], [-4.6940, 0.9190, -4.7820], [-4.9244, 2.3402, -4.8751], [-5.5185, 0.3336, -3.7306], [-3.5396, 0.1076, -6.7373], [-2.8858, 0.8316, -7.8157], [-4.7027, -0.6634, -7.1614], [-0.7606, 2.9587, -4.9143], [-1.8459, 2.4192, -3.6141], [-2.4566, 3.1991, -5.0959], [-0.6052, -0.4530, -5.8104], [-0.2697, 0.2872, -4.2355], [0.2418, 1.0854, -5.7439], [-4.4878, 2.8866, -4.0275], [-5.9972, 2.5503, -4.8878], [-4.5351, 2.7486, -5.8103], [-5.2292, 0.6886, -2.7320], [-5.4383, -0.7523, -3.7364], [-6.5710, 0.5766, -3.8973], [-3.0207, 1.9094, -7.7100], [-3.3051, 0.5405, -8.7813], [-1.8212, 0.6124, -7.8729], [-5.5273, 0.0023, -7.4316], [-5.0499, -1.3217, -6.3659], [-4.4678, -1.2994, -8.0182], [0.4601, -5.5237, -0.1213], [-0.1294, -6.6223, -0.9823], [-1.1085, -7.3971, 0.2209], [-0.5126, -8.1034, 1.3402], [-2.1717, -6.5189, 0.6985], [1.3607, -7.4162, -1.3570], [1.7719, -8.6896, -0.8147], [2.5144, -6.5453, -1.5504], [-0.8877, -7.5354, -2.2217], [-1.8972, -8.5723, -2.0775], [-0.4257, -7.3452, -3.5915], [-1.2865, -8.4072, 2.0474], [0.2297, -7.4991, 1.8794], [-0.0483, -9.0354, 1.0216], [-2.6617, -6.0182, -0.1428], [-1.7930, -5.7443, 1.3776], [-2.9404, -7.0965, 1.2167], [2.0732, -8.6128, 0.2380], [2.6236, -9.0830, -1.3757], [0.9845, -9.4397, -0.9139], [2.9817, -6.2598, -0.5981], [2.2260, -5.6323, -2.0699], [3.2630, -7.0431, -2.1720], [-1.5043, -9.4372, -1.5406], [-2.2335, -8.9180, -3.0576], [-2.7873, -8.2122, -1.5651], [0.1739, -8.2000, -3.9170], [0.1904, -6.4508, -3.6783], [-1.2643, -7.2197, -4.2809]],
  "mulliken_charge": [-0.09, -0.22, -0.28, -0.61, -0.41, 0.57, -0.44, 0.07, 1.00, -0.41, -1.22, -0.57, 0.33, -0.87, -0.89, 0.01, 0.33, -1.08, -1.12, -1.10, 0.16, -0.70, -0.31, -1.07, 0.20, -0.90, -0.79, 0.51, 0.95, -0.06, 0.40, 0.55, 0.49, -0.17, 0.03, 0.11, 0.89, 0.50, 0.42, 0.35, 0.36, 0.26, 0.47, 0.30, 0.31, 0.35, 0.30, 0.35, 0.76, 0.47, 0.39, 0.43, -0.05, 0.37, 0.35, 0.39, 0.46, 0.23, 0.12, -1.20, 0.89, 0.23, -1.06, -1.52, 0.30, -1.03, -1.11, 0.04, -0.81, -1.09, 0.38, 0.25, 0.32, 0.49, 0.29, 0.51, 0.34, 0.34, 0.26, 0.33, 0.14, 0.51, 0.25, 0.39, 0.24, 0.35, 0.28, 0.44, -0.94, 0.92, 0.26, -1.45, -1.17, 0.21, -0.80, -1.05, 0.04, -0.80, -1.08, 0.45, 0.51, 0.28, 0.39, 0.29, 0.38, 0.04, 0.39, 0.26, 0.22, 0.33, 0.40, 0.25, 0.40, 0.25, 0.32, 0.33, 0.42, -0.75, 0.72, 0.20, -1.04, -1.04, 0.21, -1.06, -1.10, 0.07, -0.82, -1.08, 0.39, 0.24, 0.30, 0.39, 0.13, 0.41, 0.33, 0.37, 0.24, 0.28, 0.33, 0.37, 0.25, 0.39, 0.26, 0.32, 0.32, 0.42],
  "multiplicity": 1,
  "total_charge": 1,
  "molar_mass_g_mol": 933.2
}

=====

Number 1: calculated total energy -97194.559 eV. Number 2: calculated total energy -107927.026 eV.